Computed, not measured: a gas-phase ion, C16H19F3NO5S2 (charge -1) at a distorted geometry, with ωB97M-V/def2-TZVPD.

Atoms and positions in Å:
H 2.6908 0.6765 -0.7022
C 1.4717 -1.4070 0.8053
H -4.4318 1.3835 -3.8006
C -1.5670 2.1251 -0.7659
C -3.6842 1.9617 -1.8798
H 3.4986 0.3508 2.9167
H -3.3656 0.1791 -3.0434
C -3.5387 1.2426 -3.1921
C 0.9110 1.9097 -0.5962
C 4.1595 -1.1279 1.4585
H -1.8371 -1.5724 3.8167
F -3.1383 -1.8491 1.7010
H 0.4191 -1.6364 0.6777
C -0.2381 0.1599 -1.8635
S 0.7058 0.5060 2.6911
O 0.2978 1.6996 1.9807
H -0.1857 -1.2308 4.4355
O 1.1579 2.9658 -0.0766
C -2.2109 -1.6657 0.7484
C 3.7841 -2.0146 0.4292
N -0.6183 -0.4349 2.6364
O -2.7086 1.3726 -0.9712
H 1.3146 0.5236 -3.3270
H -0.4468 -2.4708 3.0875
S -1.4090 -0.0216 0.7895
H 2.5888 1.8848 -2.0007
C -0.3953 1.1619 -0.7235
C 1.2422 0.1727 -2.2925
H -2.7180 1.6867 -3.7499
F -2.8291 -1.7241 -0.4733
C 1.8724 -0.4526 1.7262
H -0.5211 -0.8377 -1.4934
H 1.6850 -0.8268 -2.2572
H -0.8827 0.4161 -2.7255
H -4.6543 1.7722 -1.4122
H 4.5387 -2.6451 -0.0688
C 2.4389 -2.0833 0.0508
O -1.5681 3.3275 -0.6287
H 5.2072 -1.0498 1.7608
C -0.7731 -1.5230 3.5409
F -1.3449 -2.7196 0.8203
O 1.2349 0.6429 4.0150
C 3.2158 -0.3350 2.1147
H -3.5105 3.0446 -1.9529
H 2.1421 -2.7014 -0.7964
C 2.0002 1.1641 -1.4092

Output
Maximum force in Eh/bohr: 0.0988
Charge: -1
Electronic energy in hartree: -2147.9172


Computed, not measured: C16H19N3O4S2 in the gas phase, with ωB97M-V/def2-TZVPD.

Atoms and positions in Å:
C 0.2093 -0.4775 2.9960
H 0.1058 2.8801 3.4835
H -2.9557 -2.9074 -4.3300
C -0.2532 -0.3936 -0.8617
O 3.9984 2.9774 2.0052
C -0.3954 -2.9279 0.8697
H -1.2850 -3.1119 -4.9325
N 1.9448 3.6978 0.7675
H -0.3116 -3.6577 -1.0080
C 1.5021 -0.5714 2.4851
C -0.2957 0.7626 3.3700
S 0.3243 -4.2562 1.5350
N -0.4470 -2.8024 -0.4845
H 0.9817 3.9725 0.8699
H 2.0588 2.9797 0.0702
H 1.8942 -1.5394 2.2097
C -1.1887 -1.8496 -2.5492
H 0.4350 2.9128 -2.9702
C -0.6705 -1.7007 2.9848
H -1.4626 -1.2292 1.1032
H -1.1715 3.2542 -2.2668
O 2.2710 4.3308 3.1544
C -1.3604 -0.7533 -3.3715
C -0.1229 3.0408 -2.0378
C -0.6421 -1.6629 -1.2613
S 2.6242 3.2868 2.2433
H -1.2921 0.8340 3.7807
C 1.7313 1.7937 2.6552
O -1.5008 -3.1423 -2.8689
C 2.2649 0.5688 2.3073
H 3.2631 0.5324 1.9009
C 0.4695 1.9043 3.2023
H -0.1470 -2.5795 3.3700
H -1.5835 -1.5387 3.5625
C -1.9985 -3.4093 -4.1578
C -0.4287 0.7064 -1.7029
N -1.0220 -1.9858 1.6091
H -2.1459 -4.4872 -4.1968
H -1.7851 -0.8664 -4.3557
C -0.9951 0.5208 -2.9536
O 0.0007 1.9078 -1.2057
H 0.3017 3.8737 -1.4801
H -1.1516 1.3450 -3.6290
H 0.2320 -0.2320 0.0883

Output
Maximum force in Eh/bohr: 0.0190
Energy above the lowest of the compared OMol25 structures with the same formula, charge and spin in kJ/mol: 283.9
SMILES string: COc1ccc(OC)c(NC(=S)NCc2ccc(S(N)(=O)=O)cc2)c1


Computed, not measured: C16H19N3O5S3 in the gas phase at a distorted geometry, with ωB97M-V/def2-TZVPD.

Atoms and positions in Å:
O 1.7665 1.4650 1.5999
S 1.4808 -0.2656 -0.2347
H 5.2225 -1.6513 -4.4873
H -0.7049 2.7996 -3.3164
C 0.2069 -0.6198 0.8536
S -1.4014 2.7946 2.5725
H -2.5353 -4.0057 3.3119
H -0.8549 -4.2115 -0.8933
N -0.0054 0.1344 1.9725
H 2.7763 -1.1569 -4.7101
H 0.8543 3.0008 3.4454
O -2.4619 -3.0668 0.7492
C -1.7537 -2.0615 1.2555
H -4.2456 -3.9886 0.7684
H -4.0634 -4.8684 3.0966
N 0.1515 3.9328 0.6993
H -0.0805 1.6582 4.1948
H -0.8529 -0.1241 2.4923
H 5.1185 -1.3350 -2.7472
H 3.6670 0.2494 -4.0444
H -0.3414 -3.5363 -2.4525
S -1.3316 2.1875 -0.4449
H 0.8593 3.6263 -3.1005
N 0.5422 3.9130 -0.5584
C 1.6319 -1.7207 -2.5481
C -0.7965 3.1094 0.9610
H 4.2436 -2.7022 -3.4548
C 4.5687 -1.6778 -3.6203
C -3.1786 -4.4984 2.5869
H -4.0900 -2.6472 1.9455
C 0.9135 -1.5339 -1.2951
H -1.8952 -3.0692 -1.7260
O -2.0428 -1.5060 2.3047
C 0.7599 1.2317 2.2326
C -0.6078 -1.6669 0.4381
O 2.5207 -0.7235 -2.7132
C 0.2119 2.8357 -2.7315
C -0.0840 3.0780 -1.3065
C -3.5902 -3.5142 1.5016
H -2.6423 -5.3377 2.1505
O 1.4645 -2.6106 -3.3493
C -0.8569 -3.3232 -1.5218
C 3.3617 -0.7832 -3.8629
C -0.1866 -2.2007 -0.8140
C 0.1810 2.1642 3.2678
H 0.7254 1.8792 -2.8371

Output
Maximum force in Eh/bohr: 0.0340
Electronic energy in hartree: -2356.1741
SMILES string: CCOC(=O)c1sc(NC(=O)CSc2nnc(C)s2)c(C(=O)OCC)c1C


Computed, not measured: C16H19N9S in the gas phase at a distorted geometry, with ωB97M-V/def2-TZVPD.

Atoms and positions in Å:
H -3.5434 3.5907 0.5863
C 0.4026 -2.3518 -2.7188
N 0.1079 -0.7535 1.4707
H 1.3732 1.7809 -2.2225
S -2.8006 0.6718 -0.5464
C -0.0985 -4.7101 -2.9600
C 1.1770 2.1110 3.4781
N 2.1602 2.5578 4.2362
H -0.1597 -5.1929 -3.9390
C 0.2357 0.5149 1.7789
H -1.0793 -4.3462 -2.6674
N -0.8926 -2.1729 -2.3995
C 3.3216 1.9289 4.2027
C -1.4670 0.2864 0.4886
C -2.1629 3.0057 2.0487
N 1.6863 0.8802 -2.5332
C 0.8332 -0.1598 -2.4665
H -3.0169 -1.6402 -1.1817
C 1.3030 1.0171 2.6203
H 2.6619 0.6974 -2.6770
H 4.5092 0.3074 3.4404
N -0.7597 1.2365 1.1664
H 2.6440 -0.5226 1.9831
H -0.1199 3.1875 1.3923
H -1.3151 2.8991 0.0926
C -2.6519 -0.7398 -1.6729
H 4.0938 2.3413 4.8383
H 2.2302 -4.3574 -4.3285
H 2.7319 -2.9483 -3.3589
C 2.5284 0.3443 2.6153
H 2.6090 -4.5568 -2.6043
H 0.2431 2.6446 3.5874
N 1.3043 -1.3635 -2.7570
N -0.4318 0.1151 -2.1252
C 3.5519 0.8046 3.4204
N 0.8052 -3.5916 -3.0158
C 2.1751 -3.8811 -3.3462
C -1.0344 2.6509 1.1217
H -3.2793 -0.5029 -2.5329
C -3.3336 3.4471 1.6328
C -1.2284 -0.9399 -2.0936
H -4.1278 3.6800 2.3205
H -1.9738 2.8443 3.1019
N -0.9559 -0.9016 0.6802
H 0.2539 -5.4418 -2.2286

Output
Maximum force in Eh/bohr: 0.0248
Electronic energy in hartree: -1512.1217
SMILES string: C=CCn1c(SCc2nc(N)nc(N(C)C)n2)nnc1-c1cccnc1


Computed, not measured: a molecular structure, C16H20B2F20O8Sn at a distorted geometry, with ωB97M-V/def2-TZVPD.

Atoms and positions in Å:
C 2.9689 -1.0874 -0.9748
H 3.3282 0.0828 0.8273
H -2.9879 1.2683 7.0776
O -0.7586 -1.4070 4.3153
F 2.0545 -0.6440 4.4509
H 1.4841 4.2193 -1.7007
F 1.5480 0.4065 6.2544
H 2.0212 -0.5585 -0.9992
H 4.7962 -0.6736 0.1776
C 4.4999 -2.0601 -4.2490
H 0.0240 3.6418 -1.3723
H 1.0329 1.1639 -1.9263
H 1.0928 -1.9314 -3.2274
F 1.2905 1.3546 2.6892
H 4.0773 0.6778 -0.6540
F -4.1825 0.6626 -5.4279
C -4.1699 -0.6215 -5.0366
H 2.7953 -2.1060 -0.6455
C 0.6759 2.7527 0.9601
H 2.4075 2.2156 -2.5324
F -4.0981 -1.8849 2.7651
F -4.0915 -1.1530 0.5465
O -2.0086 -1.2442 -4.2852
F 4.0007 -3.1751 -4.7832
C -3.1936 -0.8763 -3.8706
F 5.8217 -2.0843 -4.4617
O -0.4898 2.4524 0.8759
F -5.5184 -0.2347 2.0813
C 1.1925 -0.6156 5.4674
H -1.0238 -0.8455 -2.5108
C 1.0612 3.2828 -1.3285
C -1.0322 -1.6043 -3.2945
H -4.0687 1.5325 5.7909
Sn -2.8000 1.2687 -0.1905
O -0.9144 0.4948 5.4610
F -3.8296 -1.3516 -6.0959
C 1.3387 2.6437 2.3626
F 2.5995 3.0624 2.3267
H -2.8201 -0.0586 4.7312
H -1.3087 -2.5043 -2.7438
H 0.8149 2.2702 -3.2190
O -3.4939 -0.6402 -2.7277
C 3.8371 -0.2254 -0.0843
C -0.2592 -0.5415 4.9559
F 1.3066 -1.7269 6.2041
F 3.9973 -0.9857 -4.8561
O 3.4142 -1.0845 -2.3498
H 0.5629 -0.7241 -4.3866
C -2.2239 0.8046 5.0294
B -4.2581 -0.8152 1.9199
B -0.5164 -1.0645 0.3170
C 4.2286 -2.0519 -2.7322
C -3.0037 1.6076 6.0423
F -0.9436 -0.7702 1.6027
O 1.5026 3.0741 0.0136
F -5.4106 -0.9246 -4.6677
F 0.5266 -1.9740 0.3332
F -3.2637 0.1609 2.2176
H -2.8820 2.6914 5.9861
H -2.2413 1.4010 4.1119
F -1.6492 -1.6044 -0.3383
F 0.6721 3.3382 3.2746
C 1.3515 2.1419 -2.2753
H 0.2477 -2.3278 -4.8440
O 4.6968 -2.8936 -2.0251
F -0.1490 0.1051 -0.3985
C 0.3211 -1.7020 -3.9543

Output
Maximum force in Eh/bohr: 0.0737
Energy above the lowest of the compared OMol25 structures with the same formula, charge and spin in kJ/mol: 50.8


Computed, not measured: a molecular structure, C16H20Br2N3OPtS at a distorted geometry, with ωB97M-V/def2-TZVPD.

Atoms and positions in Å:
H -2.8544 -4.9701 -0.7373
H -1.9531 2.9081 0.6996
Pt 0.1170 0.3826 -0.1924
C 2.5574 2.3020 -0.7804
C 1.5029 3.4068 -0.7236
H 3.5355 1.1407 1.9276
N 2.3215 1.2381 0.1874
S -0.2193 2.7862 -0.8781
Br 1.0119 -1.4223 -4.9664
C -0.1437 -1.5870 -2.3973
H -0.8660 -1.2933 2.4724
H 2.8293 0.4021 -0.0890
H -2.5070 -1.9004 2.7617
H -0.5677 -3.9220 -4.8649
C -0.6820 -3.4545 -3.8989
Br -2.2479 -5.7387 -3.3134
N 0.1462 1.4178 1.9318
H 0.7291 3.4224 2.0867
C -1.7860 -2.1269 0.7612
C -1.8685 -1.3827 2.0529
H 2.5353 1.8567 -1.7756
C -0.9393 3.3125 0.7245
C -0.9600 -2.2301 -1.3964
H -0.5557 0.9002 2.4514
C -2.3541 -4.0228 -0.5999
C -0.0489 -2.2479 -3.6431
H -0.9943 4.4011 0.7109
C -1.6036 -3.4679 -1.6506
H 1.6551 4.0832 -1.5657
H -2.2731 -0.3874 1.8716
H 1.5217 -0.0108 2.5272
H 2.7012 2.6680 1.6643
C -2.4396 -3.3556 0.5943
H 1.5464 3.9854 0.1959
C 2.5998 1.5840 1.5783
N -1.0647 -1.5925 -0.2098
H 3.5417 2.7704 -0.6260
H -2.9984 -3.7744 1.4140
C -1.4410 -4.0646 -2.9249
O 0.4658 -0.4992 -2.1687
C -0.1896 2.8451 1.9717
C 1.4653 1.0808 2.4835
H -0.8220 3.0768 2.8362
H 1.5970 1.4803 3.4970

Output
Maximum force in Eh/bohr: 0.0452
Charge: +1
<S²>: 2.013
Electronic energy in hartree: -6526.5009
Spin multiplicity: 3


Copy entry 6 word for word.
Computed, not measured: a molecular structure, C16H20Br2N3OPtS at a distorted geometry, with ωB97M-V/def2-TZVPD.

Atoms and positions in Å:
H -2.8544 -4.9701 -0.7373
H -1.9531 2.9081 0.6996
Pt 0.1170 0.3826 -0.1924
C 2.5574 2.3020 -0.7804
C 1.5029 3.4068 -0.7236
H 3.5355 1.1407 1.9276
N 2.3215 1.2381 0.1874
S -0.2193 2.7862 -0.8781
Br 1.0119 -1.4223 -4.9664
C -0.1437 -1.5870 -2.3973
H -0.8660 -1.2933 2.4724
H 2.8293 0.4021 -0.0890
H -2.5070 -1.9004 2.7617
H -0.5677 -3.9220 -4.8649
C -0.6820 -3.4545 -3.8989
Br -2.2479 -5.7387 -3.3134
N 0.1462 1.4178 1.9318
H 0.7291 3.4224 2.0867
C -1.7860 -2.1269 0.7612
C -1.8685 -1.3827 2.0529
H 2.5353 1.8567 -1.7756
C -0.9393 3.3125 0.7245
C -0.9600 -2.2301 -1.3964
H -0.5557 0.9002 2.4514
C -2.3541 -4.0228 -0.5999
C -0.0489 -2.2479 -3.6431
H -0.9943 4.4011 0.7109
C -1.6036 -3.4679 -1.6506
H 1.6551 4.0832 -1.5657
H -2.2731 -0.3874 1.8716
H 1.5217 -0.0108 2.5272
H 2.7012 2.6680 1.6643
C -2.4396 -3.3556 0.5943
H 1.5464 3.9854 0.1959
C 2.5998 1.5840 1.5783
N -1.0647 -1.5925 -0.2098
H 3.5417 2.7704 -0.6260
H -2.9984 -3.7744 1.4140
C -1.4410 -4.0646 -2.9249
O 0.4658 -0.4992 -2.1687
C -0.1896 2.8451 1.9717
C 1.4653 1.0808 2.4835
H -0.8220 3.0768 2.8362
H 1.5970 1.4803 3.4970

Output
Maximum force in Eh/bohr: 0.0452
Charge: +1
<S²>: 2.013
Electronic energy in hartree: -6526.5009
Spin multiplicity: 3